(1)
ORCA calculation (ωB97M-V with the def2-TZVPD basis set) on C46H53FN12O3PSSr as an isolated structure at a distorted geometry.

```
118
Properties=species:S:1:pos:R:3
Sr 0.46 0.34 1.23
C -4.44 0.07 2.29
C -2.97 0.12 1.85
N -2.03 0.83 2.25
N -2.28 1.77 3.23
C -1.25 2.23 3.99
N -1.44 3.30 4.74
S 0.24 1.37 4.08
C -2.56 -0.63 0.54
C -3.72 -1.01 -0.34
C -3.68 -2.09 -1.09
C -2.50 -3.00 -0.99
C -1.75 -2.79 0.26
N -1.62 -1.69 0.92
H -4.46 0.31 3.36
H -4.97 -0.81 2.00
H -4.91 0.90 1.79
H -3.12 2.33 3.24
H -2.27 3.85 4.75
H -0.72 3.61 5.42
H -4.55 -0.34 -0.32
H -4.52 -2.40 -1.69
H -2.86 -4.03 -1.15
H -1.14 -3.70 0.50
C -1.15 -4.41 -4.72
C -1.35 -4.83 -3.27
C -0.78 -6.23 -2.97
C 0.79 -6.25 -3.11
C 1.40 -4.93 -2.63
C 2.75 -4.92 -2.54
C 3.41 -3.81 -2.16
F 4.74 -3.89 -2.06
C 2.76 -2.65 -1.87
C 1.38 -2.67 -1.91
C 0.58 -1.41 -1.61
O 1.22 -0.41 -1.02
C -0.71 -1.32 -1.90
C -1.54 -2.62 -2.21
N -0.71 -3.83 -2.44
C 0.69 -3.81 -2.21
C -1.53 -0.12 -1.62
O -2.01 0.56 -2.49
O -1.66 0.35 -0.24
H -1.89 -4.84 -5.43
H -0.17 -4.67 -5.11
H -1.28 -3.36 -4.73
H -2.44 -4.75 -2.98
H -1.29 -6.96 -3.66
H -0.92 -6.45 -1.96
H 0.95 -6.33 -4.21
H 1.07 -7.13 -2.52
H 3.29 -5.82 -2.81
H 3.31 -1.73 -1.56
H -2.11 -2.59 -3.10
N 1.21 2.25 -2.40
C 0.36 3.26 -2.94
C 0.46 3.80 -4.21
C -0.50 4.70 -4.63
C -1.55 5.10 -3.76
C -1.58 4.62 -2.49
C -0.59 3.77 -2.02
P -0.50 3.31 -0.26
C 0.80 4.62 0.10
C 0.91 5.83 -0.63
C 1.94 6.69 -0.39
C 2.76 6.55 0.75
C 2.58 5.42 1.51
C 1.67 4.42 1.15
C -1.95 4.03 0.60
C -3.21 3.54 0.19
C -4.43 3.89 0.76
C -4.41 4.84 1.76
C -3.19 5.34 2.17
C -1.93 4.99 1.63
H 2.08 1.96 -2.82
H 0.74 1.41 -2.09
H 1.22 3.47 -4.94
H -0.46 5.07 -5.64
H -2.37 5.77 -4.11
H -2.40 4.80 -1.89
H 0.25 6.03 -1.48
H 2.12 7.53 -1.02
H 3.41 7.40 1.06
H 3.09 5.40 2.46
H 1.55 3.52 1.73
H -3.05 2.82 -0.53
H -5.31 3.41 0.37
H -5.33 5.31 2.11
H -3.24 6.22 2.75
H -0.98 5.42 1.91
C 1.40 -2.97 1.73
N 2.11 -4.09 2.26
C 3.55 -3.88 2.08
N 4.01 -2.61 2.74
C 3.25 -1.47 2.15
N 1.80 -1.65 2.35
C 1.51 -1.81 3.81
N 2.19 -2.96 4.36
C 1.84 -4.21 3.65
C 3.64 -2.72 4.19
H 0.43 -3.21 1.98
H 1.58 -2.87 0.66
H 3.78 -3.85 1.02
H 4.17 -4.69 2.53
H 3.48 -1.44 1.07
H 3.52 -0.56 2.67
H 0.43 -1.82 3.98
H 1.91 -0.94 4.29
H 0.78 -4.47 3.78
H 2.39 -5.00 4.12
H 4.25 -3.57 4.56
H 3.93 -1.81 4.74
N 3.74 0.92 -0.09
N 2.85 1.85 0.63
H 4.44 1.48 -0.57
H 3.22 0.40 -0.79
H 2.61 2.63 -0.01
H 3.29 2.12 1.51
```

Orbital gap (eV): 6.99
Net charge: +1
F_max (eV Å⁻¹): 3.912
Energy relative to the best compared isomer or geometry (same formula, charge and spin) (kJ/mol): 385.3



(2)
ORCA calculation (ωB97M-V with the def2-TZVPD basis set) on a 9-piece molecular cluster, C46H53N2O16 overall at a distorted geometry.

```
117
Properties=species:S:1:pos:R:3
C -1.15 -0.85 -1.33
C -0.93 0.31 -0.31
C -1.47 -0.01 1.06
O 0.39 0.75 -0.17
H -0.57 -1.75 -1.13
H -0.85 -0.48 -2.31
H -2.22 -1.07 -1.33
H -1.50 1.17 -0.65
H -1.32 0.73 1.85
H -1.16 -0.98 1.46
H -2.54 -0.17 0.91
C -0.20 -0.04 -7.64
C 0.08 0.43 -6.35
C 1.40 0.65 -5.98
C 2.46 0.33 -6.81
C 2.15 -0.22 -8.03
C 0.86 -0.48 -8.43
O 0.65 -1.11 -9.67
O 1.68 1.17 -4.74
H -1.14 -0.40 -8.03
H -0.77 0.68 -5.73
H 3.45 0.54 -6.44
H 3.00 -0.27 -8.69
H 0.86 -0.65 -10.49
H 1.22 0.88 -3.95
C 3.40 -5.01 3.59
C 3.09 -3.71 3.74
C 3.01 -2.89 2.52
C 3.24 -3.40 1.30
C 3.45 -4.73 1.22
C 3.55 -5.53 2.31
O 3.84 -6.80 2.11
O 2.56 -1.59 2.59
H 3.63 -5.65 4.44
H 2.85 -3.47 4.76
H 3.17 -2.72 0.46
H 3.70 -5.13 0.24
H 4.27 -7.25 2.85
H 2.18 -1.09 1.87
C -6.04 -2.62 -6.23
C -7.34 -2.48 -5.88
C -7.77 -2.67 -4.52
C -6.86 -3.18 -3.63
C -5.45 -3.19 -3.95
C -5.11 -2.96 -5.26
O -3.73 -3.06 -5.67
O -9.03 -2.27 -4.15
H -5.54 -2.42 -7.16
H -7.99 -2.14 -6.67
H -7.14 -3.32 -2.60
H -4.64 -3.38 -3.26
H -3.72 -3.39 -6.57
H -9.22 -2.47 -3.24
C 0.24 7.27 -1.91
C -0.24 6.34 -1.01
C 0.04 6.49 0.32
C 0.80 7.49 0.83
C 1.16 8.50 -0.02
C 0.83 8.47 -1.37
O 1.45 9.35 -2.29
O -0.34 5.43 1.08
H 0.08 7.15 -2.98
H -0.90 5.54 -1.32
H 1.13 7.57 1.86
H 1.91 9.24 0.21
H 1.59 8.96 -3.15
H -0.51 4.62 0.58
C 0.05 -7.87 -1.17
C -0.15 -8.73 -2.31
C -1.11 -8.39 -3.26
C -1.54 -7.10 -3.26
C -1.22 -6.23 -2.20
C -0.61 -6.64 -1.06
O -0.43 -5.75 0.02
O -1.41 -9.35 -4.23
H 0.78 -8.19 -0.44
H 0.35 -9.68 -2.22
H -2.04 -6.77 -4.16
H -1.69 -5.26 -2.15
H 0.20 -5.09 -0.28
H -1.12 -10.22 -3.96
C 4.17 4.43 1.61
C 4.77 5.19 2.61
C 6.04 5.60 2.37
C 6.87 4.97 1.48
C 6.26 4.12 0.50
C 4.83 4.01 0.54
O 4.21 3.16 -0.41
O 6.68 6.38 3.27
H 3.19 4.02 1.77
H 4.27 5.38 3.54
H 7.94 5.14 1.49
H 6.83 3.59 -0.25
H 3.46 2.67 -0.06
H 6.43 6.09 4.15
C -2.32 -1.52 7.37
C -1.49 -0.86 6.53
C -0.69 0.22 6.89
C -0.61 0.68 8.18
C -1.38 0.03 9.08
C -2.27 -1.04 8.66
O -3.08 -1.56 9.71
O 0.29 0.70 6.03
H -2.92 -2.36 7.05
H -1.50 -1.24 5.52
H 0.00 1.54 8.41
H -1.41 0.31 10.12
H -3.70 -2.08 9.19
H 0.49 0.09 5.32
C -1.44 5.79 6.43
O -1.38 6.24 7.62
N -1.27 6.40 5.28
N -1.67 4.60 6.03
H -1.38 5.89 4.42
H -0.97 7.36 5.42
H -1.66 4.41 5.04
H -1.59 3.84 6.69
```

Orbital gap (eV): 5.50
Net charge: -1
F_max (eV Å⁻¹): 7.255
Energy relative to the best compared isomer or geometry (same formula, charge and spin) (kJ/mol): 628.1



- Number 2 is which compound?
  C46H53N2O16